ORCA calculation (ωB97M-V/def2-TZVPD) on 4 unconnected molecules or ions with the total composition H8O4.

```
12
Properties=species:S:1:pos:R:3:forces:R:3:lowdin_charge:R:1
O -1.38153 0.29924 -2.38179 -0.12 0.12 -0.01 -0.0638
H -1.49356 -0.38600 -3.04453 -0.03 -0.04 -0.02 0.0317
H -0.43024 0.34911 -2.22446 0.05 -0.06 -0.07 -0.0244
O -0.30532 -0.45696 0.83601 0.15 0.01 0.16 -0.0551
H -0.64067 0.27228 1.36672 -0.22 0.02 -0.05 0.0300
H -0.02927 -0.04795 0.00929 0.00 0.02 -0.03 -0.0058
O 1.38361 0.22103 -1.62931 0.03 -0.05 -0.03 -0.0390
H 1.68516 -0.69284 -1.61382 0.03 -0.07 0.05 0.0703
H 1.99081 0.67864 -2.21769 0.04 0.10 0.00 0.0664
O -0.59545 -0.18748 3.80129 -0.04 0.08 -0.07 -0.0559
H -0.12466 -0.63031 3.08673 0.05 -0.14 -0.02 0.0106
H -0.05888 0.58124 4.01157 0.06 0.01 0.07 0.0349
```
Forces are in eV/Å.

frontier orbital gap = 0.417 hartree
structure (SMILES) = O.O.O.O
ΔE to the lowest compared entry with this formula, charge and spin = 78.4 kJ/mol
multiplicity = 1
HOMO = -11.1 eV



ORCA calculation (ωB97M-V/def2-TZVPD) on a molecular structure, C20H62AsFINO12P in a non-equilibrium geometry.

```
99
Properties=species:S:1:pos:R:3:forces:R:3:lowdin_charge:R:1
C 4.00716 -2.74742 -1.20627 -0.26 -0.43 -0.28 -0.1534
C 2.43988 -2.40195 -0.73849 0.79 0.98 -0.75 -0.2316
C 1.47835 -2.76894 -2.02187 -0.24 -1.17 -0.08 -0.3426
N 0.06157 -2.24940 -1.92219 0.61 -1.78 -0.06 -0.2896
As -0.09517 -0.42576 -2.39499 1.26 -1.89 2.45 0.5781
C -0.15526 0.00352 -0.40978 0.10 0.99 2.45 -0.3907
C -1.66250 0.22339 0.19480 0.05 0.69 1.21 -0.2502
C -2.63019 -1.09849 0.15860 -0.42 0.32 0.06 -0.1074
C -2.92447 -1.79056 1.61436 1.28 1.17 4.48 -0.2255
O -2.51790 -1.35258 2.80811 -2.26 -2.82 -7.36 -0.0280
O -3.73651 -3.05011 1.59446 0.20 3.50 -0.49 -0.1274
C -5.05565 -2.80709 0.98302 -1.66 -0.54 -0.79 -0.2386
C -5.15411 -3.25801 -0.60531 -0.07 1.09 -0.59 -0.0946
C -0.19910 -0.79117 -4.37701 -1.61 1.21 -2.59 -0.4787
C -1.75407 -0.41623 -4.86533 1.27 -1.44 -0.99 -0.1873
F 0.01535 -2.20083 -4.77499 -0.11 2.21 0.43 -0.1692
P -0.03860 1.82788 -2.91788 -1.16 2.77 -1.15 0.3088
O -0.84324 2.79590 -1.71527 2.49 0.43 0.83 -0.5538
I 2.33200 2.61897 -2.85207 -0.42 -0.25 0.34 0.2044
H 4.35010 -3.82232 -0.83611 -0.67 2.36 -0.63 0.0681
H 4.77284 -1.91838 -0.87282 -1.53 -1.75 -0.51 0.0625
H 4.04234 -2.80156 -2.39100 -0.07 0.25 2.43 0.0592
H 2.14704 -2.94825 0.25540 0.46 0.85 -2.05 0.1066
H 2.39231 -1.23177 -0.50930 0.05 -2.61 -0.58 0.0858
H 1.99633 -2.40094 -3.03258 -0.81 -0.55 2.12 0.0959
H 1.44207 -3.94352 -2.10045 0.03 2.56 0.22 0.0986
H -0.63695 -2.86470 -2.39152 1.18 0.52 0.23 0.0517
H 1.48465 -0.37174 -2.41276 0.00 0.13 -0.13 -0.0399
H -1.65333 -0.43959 -2.36868 -0.44 0.21 -0.13 0.0001
H 0.37181 -0.81213 0.26286 -1.08 1.56 -1.47 0.0672
H 0.47281 1.00549 -0.26109 -1.30 -1.87 -0.01 0.0526
H -1.51800 0.55386 1.33289 -0.49 -0.75 -2.32 0.1074
H -2.26137 1.12185 -0.30314 1.46 -2.00 0.77 0.0917
H -3.67943 -0.73208 -0.27562 2.18 -1.11 0.92 0.1102
H -2.18156 -1.89636 -0.57202 -0.92 1.32 1.56 0.1110
H -5.85897 -3.47316 1.55824 2.01 1.47 -0.92 0.1276
H -5.41818 -1.67421 1.07731 1.04 -2.45 -0.06 0.1350
H -5.99895 -4.04237 -0.82725 1.66 1.48 0.69 0.0753
H -4.14547 -3.65652 -1.04686 -1.88 0.76 1.10 0.0903
H -5.42551 -2.26952 -1.21198 0.69 -2.32 1.14 0.0502
H 0.54703 -0.07243 -4.94432 -1.22 -1.82 0.72 0.0932
H -2.03215 0.70565 -4.68489 0.54 -2.30 -0.22 0.0484
H -2.45634 -1.19116 -4.34007 1.13 1.78 -0.79 0.0715
H -1.78417 -0.67927 -6.02559 -0.07 0.77 2.30 0.0816
H -0.12026 3.15763 -1.09245 -1.69 -1.00 -1.15 0.0362
C -3.35033 4.53431 0.50479 0.17 -0.14 -0.28 -0.1720
O -3.27661 4.60594 -0.90721 0.14 0.01 -0.17 -0.1402
H -4.27634 5.00959 0.83675 0.10 -0.04 -0.11 0.0734
H -3.34799 3.48745 0.81811 0.00 0.03 0.29 0.0690
H -2.49708 5.05855 0.94226 -0.06 -0.03 0.30 0.0727
H -2.44539 4.17675 -1.17219 -0.30 -0.02 -0.13 0.0349
C 0.85683 -1.22955 4.86058 -0.32 -0.03 -0.22 -0.1726
O 0.83979 -1.02475 3.45984 -0.06 0.20 -0.13 -0.1324
H 1.89057 -1.36442 5.18735 -0.06 -0.01 -0.11 0.0777
H 0.42907 -0.35820 5.36243 0.00 -0.08 0.30 0.0775
H 0.27968 -2.12448 5.10602 0.06 0.02 0.28 0.0790
H -0.08967 -0.90836 3.19925 0.29 -0.08 -0.09 0.0586
C 3.71347 2.05939 4.72741 0.13 -0.36 -0.13 -0.1599
O 2.33290 1.93266 4.44060 -0.41 -0.14 0.08 -0.1241
H 3.93964 3.10914 4.92852 -0.06 -0.11 0.03 0.0756
H 3.96022 1.46064 5.60758 0.27 0.05 0.08 0.0723
H 4.29771 1.72118 3.86803 0.20 0.09 0.21 0.0675
H 2.16234 0.99142 4.26648 -0.14 0.45 -0.22 0.0572
C 3.07531 5.23925 1.73651 -0.15 -0.18 -0.02 -0.1506
O 3.69171 4.64486 2.86393 0.03 -0.28 0.43 -0.1435
H 3.74617 5.99553 1.32234 -0.04 -0.13 0.12 0.0778
H 2.88109 4.47436 0.98067 -0.08 0.18 -0.17 0.0757
H 2.13844 5.71313 2.03978 -0.04 0.10 -0.23 0.0761
H 3.07356 3.97876 3.20967 0.29 0.20 -0.20 0.0535
C -5.94078 0.25803 -2.20648 -0.02 0.32 -0.13 -0.1554
O -4.57471 0.07457 -2.52974 0.29 0.17 0.10 -0.1666
H -6.38633 -0.71388 -1.98188 0.11 0.13 -0.06 0.0595
H -6.02513 0.90621 -1.33080 -0.26 -0.01 0.07 0.0814
H -6.46032 0.70690 -3.05668 -0.20 -0.02 0.13 0.0655
H -4.20646 0.95318 -2.72412 -0.01 -0.46 0.09 0.0934
C 7.07153 1.97308 1.45107 -0.07 0.16 0.06 -0.1594
O 5.95173 2.13625 2.30178 -0.02 0.32 0.27 -0.1430
H 7.10874 0.93663 1.10761 -0.09 0.16 0.09 0.0804
H 6.97503 2.63720 0.58868 0.21 -0.10 -0.13 0.0770
H 7.98611 2.20501 2.00245 0.20 -0.06 -0.19 0.0721
H 5.94495 3.06465 2.59051 -0.28 -0.43 -0.15 0.0731
C 3.86051 2.66946 8.63790 -0.12 -0.01 -0.23 -0.1772
O 2.45263 2.67812 8.48923 -0.28 -0.02 -0.33 -0.1286
H 4.10621 2.75383 9.69908 -0.13 -0.01 -0.14 0.0764
H 4.26348 1.73231 8.24620 0.27 0.05 0.07 0.0690
H 4.29011 3.51701 8.09814 0.27 -0.05 0.07 0.0748
H 2.26514 2.60208 7.53822 -0.03 0.03 0.47 0.0721
C 2.51838 -6.77220 -3.17486 0.14 0.18 -0.15 -0.1563
O 2.69358 -5.41322 -2.81876 0.45 -0.18 -0.32 -0.1574
H 1.93571 -7.27103 -2.39689 0.08 0.17 -0.07 0.0805
H 1.98236 -6.83470 -4.12504 -0.03 -0.28 -0.01 0.0757
H 3.49449 -7.25569 -3.26247 -0.08 -0.29 -0.05 0.0712
H 3.21357 -4.99688 -3.52700 -0.35 -0.02 0.47 0.0886
C -4.93730 0.18915 -5.64809 0.15 -0.20 -0.27 -0.1716
O -5.80488 1.26580 -5.34408 -0.50 0.57 -0.26 -0.1368
H -4.61401 -0.28061 -4.71621 -0.13 0.20 -0.23 0.0481
H -5.46709 -0.54558 -6.25930 0.15 -0.18 -0.07 0.0790
H -4.06364 0.56476 -6.18649 0.07 -0.24 0.01 0.0687
H -6.07499 1.66275 -6.18955 0.14 -0.15 0.59 0.0818
```
Forces are in eV/Å.

frontier orbital gap = 0.233 hartree
net charge = -1
multiplicity = 1
HOMO = -4.1 eV



ORCA calculation (ωB97M-V/def2-TZVPD) on a molecular structure, C46H54BGeN6O2PdS3.

```
114
Properties=species:S:1:pos:R:3:forces:R:3:lowdin_charge:R:1
Pd 0.23817 -0.23892 0.32591 0.13 0.57 -0.07 0.2943
C -0.00351 1.50965 -4.84243 -0.02 -0.06 -0.02 -0.0832
C -0.93799 2.63011 -4.40952 -0.01 0.01 0.37 -0.5242
C -1.92126 2.90388 -5.54844 -0.04 0.01 0.03 -0.0330
C -0.11776 3.87174 -4.06252 0.06 0.04 -0.02 -0.0104
N -1.74038 2.29686 -3.17064 0.22 -0.37 -0.34 0.0228
C -2.77703 3.10115 -2.78743 -0.30 0.11 0.24 -0.0312
C -3.26322 2.61355 -1.62159 -0.11 0.41 -0.19 -0.0344
N -2.51030 1.54554 -1.25581 0.14 -0.39 0.17 0.0782
B -2.48684 0.73177 0.07848 -0.30 0.10 -0.19 -0.6618
N -3.37839 -0.51917 -0.02678 -0.08 0.25 0.08 0.0712
C -4.75911 -0.51980 -0.03520 0.27 -0.01 0.04 -0.0265
C -5.17002 -1.79541 -0.13578 0.26 -0.19 -0.04 -0.0310
N -4.03020 -2.58887 -0.19589 -0.20 -0.32 -0.01 0.0084
C -2.92722 -1.79090 -0.13147 -0.27 0.07 0.05 -0.6014
S -1.29116 -2.33531 -0.18750 0.12 0.34 -0.35 0.6977
C -4.04337 -4.08942 -0.29058 0.01 0.18 -0.01 -0.5517
C -3.34609 -4.67626 0.93344 0.02 -0.04 0.09 -0.0437
C -5.48742 -4.58598 -0.30564 -0.03 0.06 0.00 -0.0578
C -3.37155 -4.51518 -1.59295 0.04 -0.03 -0.10 -0.0472
N -2.62281 1.50521 1.39098 -0.16 -0.05 -0.17 0.0750
C -3.35439 2.64474 1.66905 0.14 -0.16 -0.19 -0.0452
C -2.94487 3.12478 2.84760 0.27 -0.15 0.16 -0.0427
N -1.94594 2.27555 3.31681 -0.01 0.18 0.39 0.0162
C -1.76573 1.26617 2.42897 0.00 0.12 -0.06 -0.5870
S -0.76231 -0.13704 2.61537 -0.23 0.24 -0.11 0.6758
C -1.15094 2.68716 4.52927 -0.08 -0.05 -0.20 -0.5326
C -0.18103 1.62244 5.02331 0.04 0.01 0.07 -0.0943
C -0.35414 3.92624 4.11968 0.04 0.04 -0.01 -0.0143
C -2.13595 3.00354 5.65714 -0.02 -0.02 -0.01 -0.0361
C -1.57460 1.34038 -2.21554 0.00 0.25 0.00 -0.5495
S -0.38746 0.07959 -2.22214 -0.18 -0.23 0.24 0.8652
H 0.44693 1.83279 -5.78164 0.05 -0.03 -0.01 0.0961
H -0.52965 0.57141 -5.01975 0.00 0.05 -0.01 0.0786
H 0.80548 1.33231 -4.13388 -0.02 0.05 -0.05 0.0329
H -1.35225 3.07146 -6.46263 -0.02 0.01 0.01 0.0916
H -2.53178 3.79050 -5.37745 0.02 -0.02 0.01 0.0750
H -2.58175 2.04915 -5.70558 0.03 0.01 0.00 0.0974
H 0.46460 4.17509 -4.93449 0.00 0.00 0.02 0.0968
H 0.56800 3.66615 -3.23690 -0.03 -0.01 -0.04 0.0850
H -0.75381 4.70760 -3.76557 0.00 -0.03 -0.02 0.0875
H -3.07011 3.97214 -3.34433 0.00 -0.07 0.03 0.1257
H -4.06846 2.99630 -1.02314 0.02 -0.04 -0.03 0.1142
H -1.40532 0.34801 0.06866 -0.22 -0.03 -0.02 -0.0542
H -5.33794 0.38564 0.04315 0.07 -0.03 0.01 0.1258
H -6.16339 -2.19525 -0.16637 -0.01 -0.06 0.00 0.1115
H -3.85962 -4.36651 1.84665 0.02 -0.02 -0.03 0.0950
H -2.30509 -4.36583 0.99806 -0.06 -0.04 -0.01 0.0335
H -3.38076 -5.76553 0.86735 0.00 0.03 0.03 0.0918
H -6.02280 -4.32382 0.60897 0.02 0.00 -0.02 0.0888
H -5.45772 -5.67334 -0.37211 -0.02 0.02 0.00 0.0922
H -6.04292 -4.21603 -1.16999 0.03 0.00 0.02 0.0878
H -2.33317 -4.19046 -1.63894 -0.10 -0.05 0.01 0.0310
H -3.90874 -4.09931 -2.44934 0.02 -0.03 0.03 0.0926
H -3.40066 -5.60440 -1.66180 0.00 0.03 -0.03 0.0912
H -4.08774 3.06059 1.00365 0.03 -0.08 0.00 0.1064
H -3.24940 4.00960 3.37278 0.02 -0.03 0.02 0.1181
H 0.60724 1.41980 4.30216 -0.04 0.05 0.06 0.0324
H -0.67703 0.68265 5.26130 0.00 0.06 0.02 0.0677
H 0.26917 2.02274 5.93445 0.03 -0.03 0.00 0.0899
H 0.28358 3.69452 3.26413 0.00 0.00 0.03 0.0954
H 0.27786 4.24439 4.95117 -0.02 0.00 -0.03 0.0926
H -1.00646 4.75781 3.84638 0.02 -0.03 0.00 0.0834
H -2.77265 2.14116 5.86305 0.03 0.01 0.01 0.0951
H -2.77190 3.86088 5.43722 0.01 -0.01 -0.01 0.0714
H -1.57263 3.23849 6.56095 -0.02 0.00 -0.03 0.0890
O -0.81873 3.45843 -0.10077 0.12 -0.20 0.07 0.0072
C 0.38071 3.15312 0.02922 -0.30 0.06 -0.14 -0.6070
O 0.86064 2.02443 0.35039 0.09 -0.16 0.13 -0.1434
C 1.40505 4.23242 -0.26387 0.16 0.16 0.02 -0.1425
C 0.98181 5.45192 -0.78688 0.07 0.02 -0.03 -0.0455
C 1.90260 6.44278 -1.10024 0.05 -0.07 0.04 -0.0912
C 3.25934 6.22290 -0.88073 -0.06 -0.06 0.01 -0.0982
C 3.68680 5.01454 -0.34289 -0.09 -0.01 0.00 -0.0736
C 2.76233 4.02234 -0.03675 0.02 -0.04 0.08 -0.0260
H -0.07988 5.60006 -0.93895 0.00 0.00 0.00 0.1061
H 1.56590 7.38852 -1.50901 0.01 -0.02 0.00 0.0950
H 3.97967 6.99440 -1.12375 0.00 0.00 0.00 0.0956
H 4.74091 4.84184 -0.16065 -0.02 0.00 0.00 0.1002
H 3.07991 3.07415 0.38943 -0.03 0.14 -0.07 0.0967
C 5.00255 1.96952 3.49062 -0.04 -0.02 -0.04 -0.0991
C 5.54603 1.85064 2.21880 -0.09 -0.04 -0.03 -0.0942
C 4.85775 1.15033 1.23062 0.01 0.01 0.09 -0.1161
C 3.62030 0.56139 1.49526 0.01 0.17 0.22 -0.3237
C 3.08609 0.69195 2.78167 0.14 0.09 -0.07 -0.1170
C 3.77176 1.38606 3.77150 0.01 -0.02 -0.06 -0.0909
Ge 2.64541 -0.42625 0.11534 0.34 -0.52 0.20 0.9231
C 3.19761 -2.30475 0.31437 0.12 -0.31 -0.07 -0.3220
C 2.62723 -3.28259 -0.51108 0.05 0.01 0.09 -0.1354
C 2.97861 -4.62186 -0.39868 0.02 0.08 0.05 -0.0984
C 3.90936 -5.01542 0.55678 -0.02 0.04 -0.01 -0.1060
C 4.48066 -4.06473 1.39051 -0.03 0.06 -0.03 -0.0959
C 4.12910 -2.72243 1.26747 -0.05 -0.04 -0.05 -0.1035
C 3.40110 0.15905 -1.60151 0.01 0.15 -0.22 -0.3063
C 2.97375 1.35584 -2.18815 0.07 0.02 -0.02 -0.1377
C 3.54752 1.82392 -3.36676 0.00 -0.09 0.09 -0.0967
C 4.54904 1.08820 -3.99054 -0.03 -0.02 0.06 -0.0993
C 4.97809 -0.10694 -3.42657 -0.06 0.02 0.05 -0.0919
C 4.41222 -0.56451 -2.23916 -0.08 0.08 -0.08 -0.1035
H 5.53356 2.51732 4.25971 -0.01 -0.01 0.00 0.0958
H 6.50359 2.30607 1.99360 -0.02 -0.02 0.00 0.0976
H 5.29199 1.07096 0.23858 -0.02 0.00 0.01 0.0987
H 2.11433 0.26431 3.00593 0.01 -0.03 -0.04 0.0542
H 3.34476 1.47665 4.76432 0.00 0.00 -0.02 0.0949
H 1.88731 -2.99465 -1.25368 0.01 0.02 0.01 0.0871
H 2.52595 -5.36057 -1.05040 0.00 0.03 0.01 0.0963
H 4.18389 -6.05905 0.65184 0.00 0.01 0.00 0.0950
H 5.20450 -4.36795 2.13797 -0.01 0.02 -0.01 0.0971
H 4.58700 -1.99124 1.92589 -0.01 -0.01 -0.02 0.0932
H 2.20456 1.94247 -1.69104 0.05 -0.09 -0.07 0.0676
H 3.22364 2.76939 -3.79047 0.00 -0.03 0.02 0.0985
H 4.99917 1.44889 -4.90776 -0.01 -0.01 0.01 0.0961
H 5.75866 -0.68318 -3.90906 0.00 0.01 0.01 0.0977
H 4.76154 -1.49659 -1.80725 -0.01 0.02 -0.01 0.0965
```
Forces are in eV/Å.

frontier orbital gap (alpha / beta) = 0.235 / 0.174 hartree
ΔE to the lowest compared entry with this formula, charge and spin = 56.6 kJ/mol
multiplicity = 4
HOMO (alpha / beta) = -6.1 / -7.5 eV



ORCA calculation (ωB97M-V/def2-TZVPD) on a molecular structure, C8H15EuO5 in a non-equilibrium geometry.

```
29
Properties=species:S:1:pos:R:3:forces:R:3:lowdin_charge:R:1
C -0.47839 3.62219 -0.55131 -0.19 -0.24 -0.37 0.2452
O 0.43218 3.28705 0.21384 0.08 0.21 -0.38 0.0730
C 0.16572 2.79172 1.57195 -0.19 -0.04 0.69 -0.0405
C 1.19478 1.74685 1.90666 0.34 -0.33 -0.01 -0.1423
O 1.02537 0.56613 1.11192 -0.33 0.65 0.16 -0.3344
C 2.08248 0.25658 0.19550 0.49 0.41 -0.07 -0.1430
C 1.55625 -0.34487 -1.09086 -2.51 -2.26 -1.85 -0.2242
O 2.30097 -0.83738 -1.88401 -0.37 0.82 0.69 0.1005
H -1.53323 3.53057 -0.25568 0.22 0.15 -0.01 0.1595
H -0.18107 3.94489 -1.55475 -0.04 0.13 0.24 0.1641
H -0.86064 2.40566 1.59918 0.18 0.16 -0.05 0.1462
H 0.27830 3.66010 2.23118 -0.06 -0.14 -0.15 0.1710
H 2.21261 2.13527 1.78482 -0.20 0.01 0.06 0.1565
H 1.06384 1.48233 2.96340 0.04 0.14 -0.11 0.1529
H 2.78450 -0.43844 0.67674 -0.09 0.10 -0.29 0.1587
H 2.61411 1.17843 -0.07731 0.02 -0.21 0.06 0.1458
O 0.29228 -3.03577 0.60907 -0.22 -0.18 0.01 -0.4467
C -0.38686 -3.57981 -0.47624 0.38 -0.12 -1.04 -0.3211
C -1.80808 -3.03137 -0.58578 0.12 -1.22 -0.25 -0.1517
O -1.78497 -1.60952 -0.31220 1.84 1.53 0.30 -0.3474
C -1.58956 -0.74827 -1.39881 -5.67 -0.03 -1.07 -0.0708
Eu -0.42802 -1.36089 1.61612 -0.02 -0.22 1.30 1.6406
H -0.45857 -4.68224 -0.44402 0.07 0.32 0.05 0.1361
H 0.14974 -3.31382 -1.41034 -0.13 -0.23 0.22 0.1230
H -2.44562 -3.46077 0.19952 0.00 0.28 -0.18 0.1371
H -2.26374 -3.19632 -1.57078 0.06 -0.04 0.30 0.1463
H -2.64538 -0.50891 -1.59097 -0.53 -0.59 -0.76 0.0984
H -1.33077 0.11156 -2.02027 2.28 0.09 0.93 0.1044
H 0.04178 -0.57097 -1.45655 4.42 0.86 1.59 0.1629
```
Forces are in eV/Å.

frontier orbital gap (alpha / beta) = 0.181 / 0.205 hartree
net charge = +2
ΔE to the lowest compared entry with this formula, charge and spin = 307.9 kJ/mol
multiplicity = 9
HOMO (alpha / beta) = -14.5 / -15.1 eV



| no. | E_tot (eV) |
| --- | --- |
| 1 | -8319.86314 |
| 2 | -128740.00515 |
| 3 | -154794.88610 |
| 4 | -38080.09919 |